One molecule with the formula C24H23N5O5 at a distorted geometry, computed with wB97M-V/def2-TZVPD.

LUMO ... -0.753 eV
E_HOMO ... -8.37 eV
Energy relative to the best compared isomer or geometry (same formula, charge and spin) ... 40.45 kJ/mol
DFT total energy ... -42950.2732 eV
SMILES ... CCOC(=O)c1cc2c(=O)n3cccc(C)c3nc2n(CCOC)/c1=N/C(=O)c1ccncc1
Orbital gap ... 7.62 eV

```
! wB97M-V def2-TZVPD RIJCOSX def2/J DEFGRID3
* xyz 0 1
C 1.65931 0.04256 5.38148
C 0.57202 -0.91747 4.92206
H 0.96690 -1.93755 4.87238
H -0.29289 -0.88231 5.58773
O 0.05640 -0.55913 3.63887
C 0.77127 -0.94231 2.57322
O 1.80768 -1.55396 2.64866
C 0.10227 -0.53642 1.31494
C -1.25318 -0.41211 1.27427
C -1.91184 -0.05973 0.07747
C -1.14656 0.18092 -1.07775
N -1.70118 0.53178 -2.24190
C -3.00685 0.60132 -2.33805
N -3.85225 0.37274 -1.27704
C -5.20336 0.45525 -1.41858
C -5.76774 0.76177 -2.61189
C -4.93746 0.99374 -3.72839
C -3.57978 0.91970 -3.60828
C -2.64070 1.13911 -4.74487
H -3.18103 1.24399 -5.68103
H -2.05004 2.03635 -4.56863
H -1.94616 0.30417 -4.80639
H -5.38468 1.22749 -4.68254
H -6.83901 0.82204 -2.70431
H -5.75959 0.25757 -0.51385
C -3.33950 0.03665 0.02610
O -4.11769 -0.13423 0.93987
N 0.20095 0.08165 -1.02605
C 0.89487 -0.29592 0.12106
N 2.15765 -0.39849 -0.00842
C 3.24478 -0.54629 0.77943
O 4.06050 -1.42409 0.60946
C 3.48639 0.57475 1.75760
C 2.70649 1.72380 1.83054
C 2.99379 2.65099 2.81993
N 3.96789 2.50341 3.70086
C 4.71290 1.41238 3.62568
C 4.51889 0.42169 2.67760
H 5.13140 -0.46510 2.63773
H 5.49847 1.33383 4.36611
H 2.41169 3.55903 2.91602
H 1.89739 1.89976 1.13647
C 0.96826 0.24317 -2.24748
H 1.88348 0.78894 -2.01483
H 0.34150 0.79117 -2.94964
C 1.33350 -1.11814 -2.83832
O 0.14331 -1.79415 -3.18262
C 0.37113 -3.11323 -3.60683
H 0.86011 -3.70413 -2.82317
H 0.99766 -3.13855 -4.50707
H -0.60374 -3.54176 -3.83109
H 1.90815 -1.69848 -2.10377
H 1.96079 -0.96901 -3.73030
H -1.85374 -0.59396 2.15254
H 2.52737 -0.03776 4.73211
H 1.29666 1.06739 5.35671
H 1.95714 -0.20480 6.39619
*
```